{
  "formula": "C3H5NO2S2",
  "method": "ωB97M-V with the def2-TZVPD basis set",
  "species": ["H", "H", "H", "O", "C", "C", "H", "S", "H", "C", "N", "S", "O"],
  "coordinates": [[1.661, -3.019, -0.311], [-1.035, 2.630, 1.257], [-1.198, -1.620, 1.145], [-1.734, -1.060, 0.571], [-0.173, 0.346, -0.138], [1.010, -2.270, 0.138], [-0.491, 3.951, 0.193], [0.686, -0.990, -1.024], [-1.671, 2.693, -0.336], [-0.785, 2.907, 0.230], [-1.229, 0.197, 0.526], [0.611, 1.927, -0.324], [0.518, -2.304, 1.247]],
  "lumo_energy_ev": 0.25,
  "smiles": "CS/C(=N/O)SC=O",
  "orbital_gap_ev": 9.4767,
  "relative_energy_kcal_mol": 66.57,
  "total_charge": 0,
  "energy_ev": -30445.2227
}

---

{
  "formula": "C2HN3OS",
  "method": "ωB97M-V with the def2-TZVPD basis set",
  "species": ["N", "N", "O", "H", "S", "C", "N", "C"],
  "coordinates": [[0.008, -0.098, -0.055], [1.766, -0.174, -1.567], [-0.275, -2.467, -0.494], [-0.757, 0.485, 0.216], [2.461, -2.378, -3.099], [1.861, -1.204, -2.234], [1.101, 0.529, -0.775], [-0.239, -1.336, -0.254]],
  "lumo_energy_ev": -1.09,
  "orbital_gap_ev": 5.9805,
  "relative_energy_kcal_mol": 65.80,
  "total_charge": 0,
  "energy_ev": -19437.6917
}

---

{
  "formula": "C3H6O2",
  "method": "ωB97M-V with the def2-TZVPD basis set",
  "species": ["H", "H", "H", "C", "C", "O", "H", "C", "O", "H", "H"],
  "coordinates": [[0.294, -1.398, 1.665], [1.734, 0.330, 1.576], [-1.248, -0.308, 1.986], [0.704, 0.701, 1.609], [-0.736, 0.024, -1.999], [0.677, -0.132, -2.289], [0.482, 1.749, 1.426], [-0.167, -0.363, 1.699], [-1.624, -0.667, -2.413], [-0.932, 0.985, -1.455], [0.815, -0.921, -1.805]],
  "lumo_energy_ev": 0.83,
  "smiles": "O=CO.C=C",
  "orbital_gap_ev": 11.0887,
  "relative_energy_kcal_mol": 54.02,
  "total_charge": 0,
  "energy_ev": -7301.3356
}

---

{
  "formula": "C38H26Br2CoN6O3P",
  "method": "ωB97M-V with the def2-TZVPD basis set",
  "species": ["C", "C", "H", "P", "H", "C", "H", "C", "Br", "H", "C", "C", "H", "C", "O", "C", "H", "H", "H", "H", "N", "C", "C", "H", "C", "H", "N", "O", "C", "H", "C", "H", "C", "H", "Br", "C", "C", "C", "C", "C", "H", "C", "H", "N", "N", "C", "H", "H", "H", "C", "C", "C", "O", "H", "C", "C", "H", "H", "C", "Co", "C", "H", "H", "C", "N", "C", "C", "H", "C", "C", "H", "C", "C", "C", "N", "C", "C"],
  "coordinates": [[1.284, -2.232, 5.071], [-0.106, 4.671, 4.316], [-1.531, 4.040, -1.883], [0.524, 1.945, 1.314], [-3.034, 2.973, 4.482], [0.145, -1.840, 4.267], [-3.308, 3.015, -3.262], [-1.105, 2.207, -0.839], [2.538, 1.349, -4.033], [2.344, 2.911, -0.800], [0.998, -2.437, -4.535], [-2.365, 0.364, -1.432], [-3.221, -1.444, 4.090], [-1.786, 2.994, -1.775], [1.218, 0.270, -1.498], [3.170, -1.146, 0.636], [6.152, 2.592, 1.130], [2.064, -1.005, -5.715], [2.590, 1.619, 3.290], [0.403, 5.510, 4.772], [-0.105, 2.761, -0.057], [-1.827, -1.126, 2.487], [2.301, 2.275, 1.253], [-0.357, -4.736, -3.755], [2.525, -2.327, 4.575], [-1.174, -3.260, 0.185], [-0.577, -1.158, 2.065], [0.215, -1.990, 7.097], [0.435, -1.814, -2.254], [-1.867, 4.888, 5.518], [2.931, 2.688, 0.083], [5.255, -1.602, 0.908], [4.275, -1.597, 1.366], [-3.864, 0.585, -2.932], [0.977, -3.662, -5.918], [1.751, -1.532, 2.405], [-0.846, -4.158, -1.755], [4.318, 2.801, 0.042], [0.523, 3.949, 3.309], [-1.382, 4.321, 4.734], [-1.460, -2.077, 5.698], [-0.132, 2.868, 2.722], [3.292, -0.768, -0.373], [1.139, -2.526, 6.520], [1.945, -1.121, 1.128], [1.698, -0.274, -3.745], [-2.578, -0.828, 1.762], [-1.929, 1.677, 2.699], [-2.570, -0.684, -1.254], [2.793, -1.970, 3.212], [5.075, 2.491, 1.160], [-1.204, -1.821, 4.683], [2.033, -3.137, 7.049], [5.042, 1.826, 3.204], [-1.415, 2.518, 3.152], [-3.082, 1.066, -2.362], [1.517, 4.233, 2.989], [4.918, -2.352, 3.262], [0.377, -2.763, -3.272], [0.179, -0.256, 0.273], [-2.183, -1.466, 3.792], [-1.364, -5.075, -1.510], [-0.021, 3.767, -0.115], [-2.771, 2.418, -2.536], [-1.386, 0.906, -0.673], [-2.039, 3.245, 4.152], [1.131, -0.531, -2.444], [4.803, 3.141, -0.865], [3.071, 1.945, 2.372], [-0.290, -3.968, -2.996], [3.329, -2.648, 5.224], [0.401, -1.509, 2.933], [4.451, 2.059, 2.327], [1.624, -1.217, -4.750], [-0.120, -1.998, -1.043], [-0.740, -3.143, -0.802], [4.087, -2.007, 2.659]],
  "spin_multiplicity": 5,
  "lumo_energy_ev": [-5.94, -7.86],
  "s2": 6.04,
  "orbital_gap_ev": [7.4485, 5.9118],
  "relative_energy_kcal_mol": 0.00,
  "total_charge": 2,
  "energy_ev": -241899.5615
}